The following is a quantum chemistry calculation of one molecule with the formula C11H13N3O2, from the OMol25 dataset.

Computed properties:
molecular weight: 219.244 g mol⁻¹
HOMO: -8.7 eV
SMILES string: O=C(NCCCn1ccnc1)c1ccco1
E_tot: -20181.7042 eV
ΔE to the lowest compared entry with this formula, charge and spin: 0.0 kcal/mol

Geometry as ORCA input:
```
! RIJCOSX wB97M-V def2-TZVPD def2/J DEFGRID3
* xyz 0 1
O 2.30880 -2.06895 2.43025
C 1.70710 -1.24674 1.70924
N 2.37666 -0.49599 0.80711
C 1.87339 0.45829 -0.13300
C 1.39990 -0.26037 -1.42890
C 0.75293 0.82271 -2.27756
N -0.49841 1.23359 -1.76188
C -0.73885 2.26663 -1.01270
C -2.06998 2.14602 -0.58934
N -2.64155 1.08023 -1.22065
C -1.66830 0.51589 -1.91101
C 0.20378 -1.26412 1.85813
C -0.49883 -1.97478 2.81213
C -1.91943 -1.72433 2.51117
C -1.95129 -0.94657 1.40421
O -0.65484 -0.66746 1.05260
H 3.32261 -0.63831 0.71171
H 1.04933 0.95586 0.30784
H 2.61303 1.35025 -0.41234
H 0.67273 -1.01897 -0.99109
H 2.26220 -0.80626 -1.91037
H 1.45151 1.68886 -2.48774
H 0.47735 0.43271 -3.32143
H 0.01685 3.03392 -0.75140
H -2.62677 2.91307 -0.11295
H -1.71983 -0.35389 -2.55884
H -0.14179 -2.66489 3.57794
H -2.75555 -2.19636 2.99202
H -2.60272 -0.57006 0.70685
*
```



The following is a quantum chemistry calculation of C11H13N4RuS4 as an isolated structure, from the OMol25 dataset.

Computed properties:
molecular weight: 430.591 g mol⁻¹
HOMO (alpha / beta): -11.1 / -11.4 eV
E_tot: -63494.4710 eV
ΔE to the lowest compared entry with this formula, charge and spin: 0.0 kcal/mol

Geometry as ORCA input:
```
! RIJCOSX wB97M-V def2-TZVPD def2/J DEFGRID3
* xyz 1 5
Ru -0.64335 1.26108 -0.46245
C -1.71190 -0.48638 5.06984
C -2.51457 -0.95102 3.85900
N -1.65912 -1.45139 2.78791
C -1.17840 -0.74329 1.77609
S -1.66570 0.94355 1.58773
N -0.32544 -1.32224 0.95949
N 0.11436 -0.55430 -0.03824
C 1.02816 -1.02107 -0.84847
C 1.54237 -2.41661 -0.76941
C 1.55578 -0.04862 -1.78927
C 2.56606 -0.32824 -2.70144
C 3.04404 0.68315 -3.51478
C 2.51420 1.96170 -3.40022
C 1.50874 2.18004 -2.48038
N 1.03701 1.20383 -1.69826
H -2.38918 -0.14732 5.85317
H -1.05336 0.33937 4.79900
H -1.10495 -1.29960 5.46852
H -3.11267 -0.13261 3.46395
H -3.19149 -1.75616 4.14140
H -1.28120 -2.38258 2.88521
H 0.94271 -2.98637 -0.06872
H 2.58103 -2.42521 -0.43030
H 1.50166 -2.89085 -1.75103
H 2.97541 -1.32601 -2.76751
H 3.82949 0.48453 -4.23126
H 2.87435 2.77836 -4.00833
H 1.06373 3.15736 -2.35275
S -2.58400 3.16471 -3.82020
C -2.25504 2.43016 -2.36973
S -1.53433 3.31971 -1.04933
S -2.47437 0.76229 -2.09925
*
```



The following is a quantum chemistry calculation of one molecule with the formula C11H14, from the OMol25 dataset.

Computed properties:
molecular weight: 146.233 g mol⁻¹
HOMO (alpha / beta): -8.2 / -7.7 eV
E_tot: -11624.1639 eV
ΔE to the lowest compared entry with this formula, charge and spin: 189.3 kcal/mol

Geometry as ORCA input:
```
! RIJCOSX wB97M-V def2-TZVPD def2/J DEFGRID3
* xyz 0 1
C -2.18141 -1.48737 0.29998
C -3.19415 -1.77116 -0.44739
C -1.46110 3.07265 -0.12824
C -0.72168 1.98102 0.21944
C -1.61082 -0.90155 1.44451
C -0.60276 -1.28541 0.53940
C -0.66692 0.82603 -0.55567
C 0.17710 -0.29335 -0.33909
C 0.45543 -0.98303 -1.72001
C 2.50460 -0.93812 0.70416
C 1.46327 0.15806 0.40606
H -1.45911 3.86863 0.57903
H -1.82980 3.32321 -1.09326
H -0.08056 2.03440 1.26308
H -1.93364 -0.28009 2.14854
H -0.16466 -2.28035 0.67709
H -1.33257 0.90390 -1.45731
H 0.70076 -2.07071 -1.67608
H 1.13348 -0.46994 -2.24262
H -0.60523 -1.16390 -2.20150
H 2.39033 -1.81086 -0.02058
H 2.40161 -1.28922 1.74816
H 3.55889 -0.59777 0.81409
H 1.81647 0.91815 -0.29912
H 1.24248 0.53678 1.33735
*
```